A structure of composition C25H46BMnN5OS3SeSi2Te, computed with the ωB97M-V functional and the def2-TZVPD basis.

```
86
Properties=species:S:1:pos:R:3:lowdin_charge:R:1
Mn 0.17629 -0.14709 1.12889 0.14
C -2.17647 3.36073 1.75804 -0.08
N -2.71725 2.09616 2.16683 -0.13
C -4.03176 1.71360 2.11072 -0.06
C -4.11795 0.51349 2.73473 -0.06
N -2.88320 0.15364 3.18606 -0.02
B -2.65732 -1.00834 4.19661 -0.44
N -1.39101 -1.83978 3.85634 0.00
C -0.60950 -2.42831 4.80484 -0.05
C 0.29668 -3.23143 4.19155 -0.05
N 0.05835 -3.14722 2.84766 -0.14
C 0.78631 -3.80623 1.80317 -0.06
C -0.95356 -2.26096 2.66528 -0.74
S -1.57074 -1.85673 1.11835 0.65
C -2.03003 1.11817 2.81493 -0.72
S -0.36117 1.22022 3.10142 0.66
H -2.88344 3.84622 1.08915 0.09
H -1.22327 3.21302 1.24447 0.03
H -1.99856 3.99127 2.63156 0.10
H -4.77513 2.31451 1.63265 0.11
H -4.96099 -0.12614 2.88617 0.12
H -2.49255 -0.52185 5.27425 0.08
H -3.60199 -1.73433 4.12553 0.08
H -0.75668 -2.22211 5.84480 0.12
H 1.07784 -3.84281 4.59094 0.12
H 1.75837 -4.11171 2.18602 0.09
H 0.92972 -3.10156 0.97393 0.04
H 0.23874 -4.67363 1.42555 0.10
C -4.07059 -1.27702 -2.96767 -0.17
Si -4.30706 0.60989 -2.88043 0.46
C -5.22307 1.07518 -1.27694 -0.18
C -5.35984 1.18072 -4.36713 -0.18
C -2.62546 1.48592 -3.03341 -0.57
Te -1.29590 1.44447 -1.29385 1.28
C 0.42909 1.48989 -2.62262 -0.54
Si 1.02551 -0.26151 -3.08583 0.48
C 1.00709 -1.33611 -1.51221 -0.22
C -0.09580 -1.09943 -4.38043 -0.17
C 2.78282 -0.09226 -3.82465 -0.17
H -5.03119 -1.78159 -2.92435 0.03
H -3.46775 -1.64576 -2.14298 0.02
H -3.59017 -1.57429 -3.89558 0.02
H -6.21555 0.63410 -1.27360 0.03
H -5.34214 2.14996 -1.17435 0.03
H -4.69764 0.70926 -0.40006 0.00
H -6.32866 0.69259 -4.35685 0.02
H -4.88138 0.94018 -5.31056 0.02
H -5.53221 2.25183 -4.35166 0.02
H -2.77017 2.53757 -3.27042 0.00
H -2.06422 1.05105 -3.85444 -0.01
H 1.20113 2.02387 -2.07743 -0.03
H 0.15251 2.09264 -3.48317 0.01
H -0.02955 -1.52810 -1.21286 -0.03
H 1.51323 -0.81246 -0.67925 -0.03
H 1.48557 -2.30213 -1.63969 0.04
H -1.07357 -1.34812 -3.98017 0.01
H 0.36016 -2.02183 -4.72693 0.03
H -0.24153 -0.46501 -5.24937 0.03
H 3.52216 0.24503 -3.10542 0.01
H 2.78039 0.61926 -4.64487 0.03
H 3.12786 -1.03986 -4.22424 0.02
Se 2.28988 -0.68678 2.29242 0.69
C 3.71821 -1.95222 2.03992 -0.61
C 4.36051 -2.47960 3.15949 -0.13
C 5.41742 -3.34958 2.97089 -0.16
N 5.86342 -3.71107 1.77605 0.04
C 5.25268 -3.20930 0.71502 -0.17
C 4.18091 -2.33544 0.78500 -0.12
H 4.02821 -2.20078 4.14786 0.09
H 5.94133 -3.78763 3.81175 0.10
H 5.64570 -3.53112 -0.24255 0.10
H 3.71600 -1.95596 -0.11334 0.08
O 1.05923 1.77921 0.30811 -0.79
S 2.32463 2.13514 1.04559 0.86
C 2.59824 3.90021 0.59128 -0.29
C 3.99375 3.98381 0.00172 -0.24
C 4.12234 2.75834 -0.89582 -0.23
C 3.68376 1.56999 -0.05736 -0.31
H 2.45195 4.49242 1.49070 0.09
H 1.83207 4.14485 -0.14298 0.10
H 4.74919 3.94699 0.78877 0.12
H 4.12898 4.91007 -0.55792 0.12
H 5.13665 2.61952 -1.27195 0.12
H 3.45825 2.88274 -1.75426 0.11
H 4.47349 1.20194 0.59729 0.09
H 3.29940 0.74553 -0.65269 0.07
```

Summary:
* spin multiplicity: 6
* highest occupied orbital energy (spin up / spin down): -7.29 / -7.52 eV
* energy: -6948.2612 Ha
* HOMO-LUMO gap (spin up / spin down): 7.41 / 7.64 eV

A structure of composition C34H36I2N9O6PtS2, computed with the ωB97M-V functional and the def2-TZVPD basis.

```
90
Properties=species:S:1:pos:R:3:lowdin_charge:R:1
Pt 0.55538 -0.81343 -0.03219 1.09
I 4.42792 0.08794 -3.81458 1.08
C 4.59757 -0.16632 -1.77316 -0.62
C 5.83375 -0.07212 -1.18173 -0.20
C 5.99014 -0.23089 0.20009 -0.63
I 7.87842 -0.08441 0.95816 1.21
C 4.85215 -0.49379 1.04962 -0.18
C 4.92846 -0.66484 2.44225 0.01
C 3.79066 -0.92428 3.16000 0.02
C 2.57544 -1.01372 2.48580 -0.08
N 2.48045 -0.84564 1.17501 0.01
C 3.59227 -0.58740 0.45852 -0.14
C 3.41642 -0.41528 -0.98154 -0.36
O 2.25277 -0.49189 -1.47445 -0.19
H 6.70378 0.13031 -1.79511 0.10
H 5.88635 -0.59323 2.94205 0.08
H 3.82483 -1.06472 4.23258 0.14
H 1.65853 -1.23711 3.01966 0.11
C -1.65012 9.25299 0.65994 -0.10
C -1.04711 7.84210 0.64339 -0.30
S -1.29825 7.10513 2.23105 0.64
O -2.69821 6.76785 2.37298 -0.30
O -0.60879 7.88243 3.22176 -0.28
C -0.43837 5.52824 2.14932 -0.20
C -1.34901 4.46299 1.54839 -0.11
N -0.78633 3.08354 1.65668 0.08
C -0.19653 2.41853 0.65148 -0.32
N 0.12623 1.17321 1.03408 -0.02
C -0.27492 1.05283 2.34177 -0.07
C -0.84451 2.20580 2.71933 -0.11
N -1.39237 2.47206 4.03704 -0.31
O -1.69146 3.61228 4.31410 0.15
O -1.47729 1.49828 4.76874 0.11
C 0.12378 3.04839 -0.66513 -0.01
H -1.52556 9.71643 -0.31478 0.08
H -1.15210 9.87855 1.39820 0.09
H -2.71666 9.22287 0.88298 0.09
H 0.03583 7.85133 0.49122 0.11
H -1.54655 7.18144 -0.07143 0.10
H -0.21273 5.31432 3.19142 0.10
H 0.48691 5.68472 1.59006 0.11
H -1.51837 4.65362 0.49280 0.12
H -2.30855 4.48158 2.04212 0.12
H -0.14403 0.16937 2.93598 0.09
H 0.62866 4.00412 -0.52328 0.10
H -0.77091 3.22742 -1.26498 0.09
H 0.79549 2.39394 -1.22050 0.06
N -0.52980 -1.80796 1.60880 0.08
C -0.91387 -2.56488 2.38207 -0.07
C -1.43025 -3.49618 3.34719 -0.22
C -2.07219 -3.01333 4.49113 -0.01
C -2.54505 -3.91685 5.42458 -0.03
C -2.37676 -5.28153 5.21720 -0.02
C -1.74319 -5.75762 4.07254 -0.04
C -1.26621 -4.86792 3.12993 -0.02
H -2.19906 -1.94594 4.63816 0.13
H -3.04794 -3.55688 6.31496 0.13
H -2.74336 -5.98382 5.95708 0.13
H -1.62288 -6.82345 3.92044 0.12
H -0.76688 -5.22045 2.23472 0.12
S -0.92995 0.06993 -1.82648 0.89
C -0.70422 -0.68842 -3.41172 -0.65
N -1.75316 -0.71548 -4.20090 0.06
C -1.71903 -1.23145 -5.58929 -0.11
C -0.29366 -1.15788 -6.10315 -0.13
C 0.63312 -1.81919 -5.09376 -0.12
N 0.45728 -1.18272 -3.77230 0.08
H -2.65557 -0.50262 -3.79777 0.14
H -2.38936 -0.61744 -6.18454 0.14
H -2.10221 -2.25243 -5.59698 0.13
H -0.00097 -0.11252 -6.23358 0.13
H -0.21790 -1.65423 -7.06681 0.14
H 1.67522 -1.72352 -5.37702 0.12
H 0.40193 -2.87951 -5.00030 0.12
H 1.26892 -0.97853 -3.19126 0.08
N -3.74937 -4.88256 -2.72089 0.23
C -2.92195 -3.83502 -2.82667 -0.48
O -3.22259 -2.75108 -3.31862 0.05
C -1.51352 -3.98807 -2.31182 -0.11
C -0.56004 -4.80736 -2.90199 0.02
C 0.76549 -4.67990 -2.51124 -0.02
C 1.09932 -3.69946 -1.59524 -0.11
N 0.17960 -2.90642 -1.02201 -0.05
C -1.10536 -3.08409 -1.34983 -0.14
H -4.69223 -4.79639 -3.06850 0.14
H -3.47224 -5.75165 -2.29988 0.13
H -0.84216 -5.52702 -3.66681 0.14
H 1.53656 -5.31792 -2.92654 0.13
H 2.13025 -3.53559 -1.30585 0.12
H -1.83819 -2.46021 -0.85271 0.10
```

Summary:
* spin multiplicity: 5
* highest occupied orbital energy (spin up / spin down): -15.67 / -15.67 eV
* energy: -3771.5448 Ha
* net charge: +3
* HOMO-LUMO gap (spin up / spin down): 7.42 / 4.33 eV

A cluster of 7 separate species, C53H53Br2NO4 in total, computed with the ωB97M-V functional and the def2-TZVPD basis.

```
113
Properties=species:S:1:pos:R:3:lowdin_charge:R:1
C -0.59674 4.11937 3.60809 -0.14
C -0.41392 2.90914 2.73115 -0.69
Br 1.23173 2.69763 1.77393 0.83
C -1.36823 1.99425 2.58650 -0.62
Br -3.02716 2.19974 3.53994 0.87
C -1.30113 0.80293 1.73172 -0.18
C -0.52468 -0.27651 1.84264 -0.06
C 0.51275 -0.56636 2.88959 -0.13
C 1.15107 -1.95565 2.79193 -0.17
C 2.61540 -2.00694 3.29763 -0.20
N 3.37110 -0.75392 3.10313 -0.06
C 4.52297 -0.86224 2.21264 -0.15
C 4.23077 -0.35072 0.81225 -0.14
C 3.02717 -0.51012 0.18570 -0.04
C 2.77249 -0.00600 -1.06466 -0.09
C 3.75915 0.65869 -1.74693 -0.08
C 4.97186 0.80809 -1.12224 -0.03
C 5.22056 0.33484 0.13298 -0.28
O 6.45900 0.55557 0.71090 0.03
C -0.90607 -1.10586 0.64795 -0.34
O -0.54878 -2.19040 0.27861 0.16
O -1.83558 -0.42979 -0.16155 0.15
C -2.18205 0.72002 0.50861 -0.38
O -3.00016 1.53452 0.17288 0.16
H -1.28240 4.78996 3.07475 0.09
H 0.32492 4.68726 3.73267 0.07
H -1.04073 3.88555 4.57370 0.04
H 1.23105 0.25311 2.85113 0.05
H 0.00637 -0.49541 3.86012 0.13
H 1.11858 -2.39094 1.79549 0.08
H 0.56638 -2.63248 3.42409 0.12
H 3.10544 -2.81864 2.74590 0.11
H 2.67085 -2.31505 4.34741 0.11
H 3.68157 -0.48121 4.02367 0.11
H 5.28938 -0.18448 2.59998 0.12
H 4.99452 -1.85411 2.20016 0.13
H 2.21645 -1.04605 0.66466 0.10
H 1.78207 -0.15524 -1.47977 0.11
H 3.55380 1.03513 -2.74064 0.10
H 5.74427 1.33620 -1.67376 0.12
H 6.49685 1.48241 0.96706 0.11
C 1.41411 0.05115 -7.27481 -0.10
C 1.33659 -0.24453 -5.92116 -0.09
C 2.46360 -0.68635 -5.24096 -0.11
C 3.66766 -0.83662 -5.91554 -0.10
C 3.74299 -0.54980 -7.27211 -0.10
C 2.61669 -0.10437 -7.95121 -0.10
H 0.53693 0.40179 -7.80367 0.10
H 0.39737 -0.13025 -5.39495 0.10
H 2.40358 -0.91423 -4.18357 0.09
H 4.54704 -1.17877 -5.38394 0.10
H 4.68042 -0.67228 -7.80016 0.10
H 2.67608 0.12207 -9.00874 0.10
C -1.09643 3.76912 9.51449 -0.09
C -2.01640 4.02312 8.50638 -0.09
C -2.06161 3.20556 7.38543 -0.10
C -1.18343 2.13580 7.27036 -0.13
C -0.25725 1.88748 8.27481 -0.10
C -0.21481 2.70275 9.39732 -0.09
H -1.06565 4.40277 10.39167 0.10
H -2.70020 4.85852 8.59400 0.10
H -2.78216 3.40238 6.60006 0.08
H -1.22073 1.49616 6.39584 0.09
H 0.43171 1.05664 8.18319 0.10
H 0.50554 2.50758 10.18152 0.10
C -5.68273 5.94479 4.15404 -0.09
C -4.38555 5.54130 4.43931 -0.11
C -3.66391 6.17920 5.44009 -0.10
C -4.23817 7.22307 6.15280 -0.10
C -5.53238 7.63165 5.86138 -0.10
C -6.25508 6.99196 4.86337 -0.09
H -6.24738 5.44336 3.37820 0.10
H -3.93470 4.72819 3.88366 0.02
H -2.65207 5.86247 5.66526 0.09
H -3.67644 7.71901 6.93461 0.10
H -5.97877 8.44931 6.41303 0.10
H -7.26513 7.30974 4.63800 0.10
C 0.68689 -4.52606 -6.06169 -0.09
C -0.54069 -5.07009 -6.41458 -0.10
C -1.06229 -4.84356 -7.68070 -0.10
C -0.35821 -4.06924 -8.59316 -0.09
C 0.86533 -3.51819 -8.23638 -0.09
C 1.38856 -3.74781 -6.97188 -0.09
H 1.09668 -4.70791 -5.07601 0.10
H -1.09100 -5.67185 -5.70219 0.10
H -2.01816 -5.27067 -7.95703 0.10
H -0.76356 -3.89481 -9.58230 0.09
H 1.41271 -2.90960 -8.94501 0.08
H 2.34349 -3.31920 -6.69515 0.09
C 0.81434 -2.83653 -12.05088 -0.11
C 2.07067 -3.16860 -12.53815 -0.09
C 2.18850 -3.95113 -13.67833 -0.10
C 1.04950 -4.40509 -14.32909 -0.10
C -0.20690 -4.08013 -13.83674 -0.10
C -0.32474 -3.29473 -12.69849 -0.10
H 0.72231 -2.22067 -11.16471 0.09
H 2.95918 -2.81668 -12.02893 0.10
H 3.16852 -4.20763 -14.06014 0.10
H 1.14124 -5.01352 -15.21980 0.10
H -1.09529 -4.43882 -14.34095 0.10
H -1.30501 -3.03944 -12.31542 0.10
C -4.53136 -2.47480 8.48745 -0.10
C -4.04738 -1.17673 8.57724 -0.09
C -2.77220 -0.87749 8.11762 -0.09
C -1.97973 -1.87813 7.57189 -0.10
C -2.46007 -3.17811 7.48953 -0.10
C -3.73649 -3.47619 7.94598 -0.10
H -5.52832 -2.70677 8.84017 0.10
H -4.66469 -0.39688 9.00512 0.10
H -2.39513 0.13431 8.18482 0.07
H -0.98492 -1.64434 7.21102 0.09
H -1.83964 -3.95964 7.06881 0.10
H -4.11237 -4.48930 7.88007 0.10
```

Summary:
* SMILES: C/C(Br)=C(\Br)C1=C(CCCNCc2ccccc2O)C(=O)OC1=O.c1ccccc1.c1ccccc1.c1ccccc1.c1ccccc1.c1ccccc1.c1ccccc1
* highest occupied orbital energy: -9.03 eV
* energy: -7555.1039 Ha
* HOMO-LUMO gap: 8.12 eV